Record 1
{
  "formula": "C2H3ClFNS",
  "method": "wB97M-V/def2-TZVPD",
  "symbols": ["F", "C", "Cl", "C", "N", "S", "H", "H", "H"],
  "xyz": [[1.30722, 1.45492, -0.44429], [1.36981, 0.31168, 0.29506], [2.53057, -0.82772, -0.38263], [-0.01770, -0.35509, 0.11720], [-0.95170, 0.43011, -0.20781], [-2.46013, -0.45603, -0.26490], [1.65906, 0.46293, 1.35632], [-0.09384, -1.47966, 0.19026], [-3.34330, 0.45886, -0.65922]],
  "atomic_forces_ev_per_a": [[0.8, 0.0, 0.7], [-1.4, -0.7, -0.3], [0.6, 0.0, -0.2], [0.8, -0.1, 0.1], [-1.4, -0.9, 0.3], [0.4, -0.3, 0.0], [-0.2, 0.4, -0.8], [0.1, 1.2, 0.2], [0.3, 0.6, -0.1]],
  "mulliken_charge": [-0.21, 0.30, -0.18, -0.21, -0.27, -0.15, 0.24, 0.32, 0.16],
  "smiles": "F[C@H](Cl)/C=N/S",
  "energy_ha": -1090.95912,
  "homo_energy_ev": -9.4227,
  "relative_energy_kj_mol": 124.5,
  "gap_ev": 10.031
}

***

Record 2
{
  "formula": "C2H3ClN",
  "method": "wB97M-V/def2-TZVPD",
  "symbols": ["C", "C", "N", "Cl", "H", "H", "H"],
  "xyz": [[-0.05138, -0.56600, -1.02517], [-0.83975, -0.77616, 1.63382], [0.44263, 0.66500, -0.76356], [-0.95027, -2.24487, 2.20274], [0.49803, 1.18188, -1.62293], [1.28380, 0.78437, -0.19607], [-0.38308, 0.95578, -0.22883]],
  "atomic_forces_ev_per_a": [[-1.1, -4.3, -0.2], [0.2, 0.5, -0.8], [0.7, 2.0, 0.8], [-0.1, -0.4, 0.2], [0.1, 1.1, -0.8], [0.5, 0.0, 0.3], [-0.3, 1.1, 0.6]],
  "mulliken_charge": [-0.13, -0.03, -0.18, 0.17, 0.39, 0.34, 0.44],
  "energy_ha": -592.31640,
  "homo_energy_ev": [-14.4271, -12.7536],
  "relative_energy_kj_mol": 730.8,
  "gap_ev": [8.158, 6.982],
  "total_charge": 1
}

***

Record 3
{
  "formula": "C2H3ClN2",
  "method": "wB97M-V/def2-TZVPD",
  "symbols": ["C", "C", "N", "N", "Cl", "H", "H", "H"],
  "xyz": [[-0.56599, -0.20588, 0.34770], [0.60137, 0.37860, -0.37101], [-1.90448, 0.00788, -0.00316], [-1.55254, -1.13932, -0.15672], [2.10960, -0.57846, -0.19909], [-0.11100, -0.34640, 1.89798], [0.90493, 1.50649, -0.05556], [0.51811, 0.37710, -1.46014]],
  "atomic_forces_ev_per_a": [[2.9, -0.5, 4.9], [1.4, 2.2, -0.4], [-1.7, 1.6, 0.1], [1.0, -1.1, -0.3], [-0.1, -0.1, 0.4], [-1.6, 0.4, -4.4], [-1.1, -2.8, -0.5], [-0.7, 0.2, 0.1]],
  "mulliken_charge": [0.30, -0.49, -0.21, -0.19, -0.17, 0.22, 0.27, 0.28],
  "energy_ha": -647.54799,
  "homo_energy_ev": -10.6493,
  "relative_energy_kj_mol": 456.4,
  "gap_ev": 10.756
}

***

Record 4
{
  "formula": "C2H3ClN2O",
  "method": "wB97M-V/def2-TZVPD",
  "symbols": ["Cl", "C", "N", "N", "C", "O", "H", "H", "H"],
  "xyz": [[2.53222, 0.49643, 0.20692], [0.99053, 0.13309, -0.47991], [0.53565, -1.21125, -0.19765], [-0.57091, -1.15576, 0.29209], [-1.12538, 0.15200, 0.40078], [-0.05470, 1.00766, -0.10260], [1.02763, 0.19966, -1.51883], [-1.98327, 0.14866, -0.16321], [-1.35177, 0.22951, 1.56239]],
  "atomic_forces_ev_per_a": [[0.5, 0.1, 0.5], [-1.6, 0.9, 0.1], [0.9, -0.3, 0.4], [-1.3, -1.9, 0.3], [3.4, 0.3, 3.5], [-0.9, -0.4, 0.9], [0.8, 0.2, -1.9], [-2.1, 0.6, -1.4], [0.4, 0.5, -2.3]],
  "mulliken_charge": [-0.16, 0.17, -0.22, -0.19, -0.09, -0.35, 0.32, 0.30, 0.23],
  "smiles": "Cl[C@H]1N=NCO1",
  "energy_ha": -722.88313,
  "homo_energy_ev": -10.2149,
  "relative_energy_kj_mol": 185.1,
  "gap_ev": 10.763
}

***

Record 5
{
  "formula": "C2H3ClN2O",
  "method": "wB97M-V/def2-TZVPD",
  "symbols": ["C", "C", "N", "N", "O", "Cl", "H", "H", "H"],
  "xyz": [[0.22285, 1.58105, -0.24532], [-0.02428, -0.68241, 0.55942], [0.01804, 0.47556, 0.11239], [-2.73138, -0.98657, 0.20861], [-1.79850, -1.19325, -0.54685], [-3.37318, 0.64242, 0.14833], [0.14003, 2.42129, -0.79660], [0.90287, -1.27696, 0.27210], [-0.63306, -1.11072, 1.37603]],
  "atomic_forces_ev_per_a": [[0.2, -2.3, 2.1], [2.5, -4.8, 1.5], [0.2, 4.0, -0.7], [2.6, -2.3, -2.0], [-3.7, 0.6, 1.5], [-0.3, 1.3, -0.2], [-0.5, 1.9, -1.9], [-1.4, 0.5, 0.4], [0.5, 1.0, -0.6]],
  "mulliken_charge": [-0.23, -0.56, 0.04, 0.16, -0.21, -0.13, 0.36, 0.25, 0.32],
  "energy_ha": -722.70665,
  "homo_energy_ev": [-7.6174, -7.6143],
  "relative_energy_kj_mol": 648.4,
  "gap_ev": [6.975, 6.968]
}

***

Record 6
{
  "formula": "C2H3ClNO2",
  "method": "wB97M-V/def2-TZVPD",
  "symbols": ["C", "C", "N", "O", "O", "Cl", "H", "H", "H"],
  "xyz": [[1.81246, -0.10659, 0.13565], [-1.48787, 0.55882, -0.17001], [0.62860, -0.59495, -0.26841], [2.57754, -1.13059, 0.02256], [1.96474, 1.05923, 0.44713], [-2.65462, -0.61422, 0.26942], [-1.28774, 1.19924, 0.74184], [-1.97335, 1.12206, -1.08237], [0.42024, -1.49299, -0.09580]],
  "atomic_forces_ev_per_a": [[0.0, -2.0, 0.3], [-2.0, 3.2, -0.8], [-1.8, 3.9, -1.9], [2.0, 0.6, 0.1], [0.9, 1.1, 0.5], [-0.5, -1.2, 0.4], [0.4, -0.8, -1.4], [1.6, -0.9, 1.7], [-0.5, -3.9, 1.3]],
  "mulliken_charge": [0.65, -0.28, -0.42, -0.66, -0.70, -0.22, 0.20, 0.21, 0.21],
  "spin_multiplicity": 3,
  "energy_ha": -743.33253,
  "homo_energy_ev": [-3.3234, -4.1566],
  "gap_ev": [6.859, 7.204],
  "total_charge": -1
}

***

Record 7
{
  "formula": "C2H3ClNOP",
  "method": "wB97M-V/def2-TZVPD",
  "symbols": ["C", "C", "N", "O", "P", "Cl", "H", "H", "H"],
  "xyz": [[-1.24634, 2.06712, -1.57504], [0.16735, -0.02202, -0.42151], [-1.56669, 2.41055, -2.62798], [-3.87218, 1.19861, 0.03521], [-0.49360, 1.71724, 0.03092], [-2.45465, 0.95450, 0.73948], [-0.20892, -0.10406, -1.50776], [1.26288, 0.09473, -0.15364], [-0.28814, -0.64646, 0.39994]],
  "atomic_forces_ev_per_a": [[0.6, 0.6, 0.1], [-0.4, 1.7, 0.6], [-0.1, -0.2, 0.3], [1.5, 0.2, 0.0], [-1.1, -0.7, -1.1], [-1.0, -0.3, 0.6], [1.2, -0.9, 1.9], [-1.1, -0.5, -1.1], [0.3, 0.1, -1.4]],
  "mulliken_charge": [0.30, -0.86, -0.30, -0.47, 0.17, 0.21, 0.34, 0.31, 0.30],
  "energy_ha": -1009.37695,
  "homo_energy_ev": -9.4852,
  "relative_energy_kj_mol": 547.1,
  "gap_ev": 8.091
}

***

Record 8
{
  "formula": "C2H3ClO2",
  "method": "wB97M-V/def2-TZVPD",
  "symbols": ["O", "C", "O", "C", "Cl", "H", "H", "H"],
  "xyz": [[-1.62632, -0.67473, 0.42246], [-0.50116, -0.26805, 0.40294], [0.45345, -0.71793, 1.17600], [0.07546, 0.74879, -0.52547], [1.36189, -0.19614, -1.44506], [0.11504, -1.47506, 1.48356], [-0.60967, 1.13751, -1.37705], [0.73131, 1.44562, -0.13738]],
  "atomic_forces_ev_per_a": [[-0.3, 0.0, -0.2], [-0.7, 1.1, -0.8], [2.6, 3.6, -0.8], [-1.0, -1.0, -3.9], [-0.2, 0.0, -0.4], [-1.7, -4.9, 2.7], [0.9, -0.6, 2.1], [0.4, 1.8, 1.4]],
  "mulliken_charge": [-0.53, 0.60, -0.38, -0.32, -0.19, 0.30, 0.27, 0.24],
  "smiles": "O=C(O)CCl",
  "energy_ha": -688.66885,
  "homo_energy_ev": -10.8477,
  "relative_energy_kj_mol": 40.2,
  "gap_ev": 11.490
}

***

Record 9
{
  "formula": "C2H3ClO2",
  "method": "wB97M-V/def2-TZVPD",
  "symbols": ["C", "C", "O", "O", "Cl", "H", "H", "H"],
  "xyz": [[-1.54812, -0.10192, -0.31883], [1.53744, 0.29523, 0.37013], [-1.42606, -0.84947, -1.29255], [0.68595, 1.12507, 0.18315], [1.78043, -1.05035, -0.70593], [-0.84826, -0.16964, 0.61475], [-2.28312, 0.66022, -0.15080], [2.10174, 0.09086, 1.30008]],
  "atomic_forces_ev_per_a": [[0.8, 1.4, 4.5], [-1.5, 0.4, 0.5], [0.2, -1.8, -2.4], [2.3, -0.5, 0.3], [0.2, -0.1, -0.4], [-1.3, -0.4, -1.8], [-0.6, 0.3, -0.4], [0.0, 0.6, -0.3]],
  "mulliken_charge": [-0.34, 0.14, -0.24, -0.37, -0.10, 0.22, 0.37, 0.32],
  "spin_multiplicity": 3,
  "energy_ha": -688.49743,
  "homo_energy_ev": [-6.4582, -11.3940],
  "relative_energy_kj_mol": 0.0,
  "gap_ev": [6.701, 9.214]
}

***

Record 10
{
  "formula": "C2H3ClO2S",
  "method": "wB97M-V/def2-TZVPD",
  "symbols": ["C", "C", "O", "O", "S", "Cl", "H", "H", "H"],
  "xyz": [[0.17267, 1.23440, 0.19128], [1.07042, 0.26004, -0.30152], [-1.35623, -1.59451, -0.61317], [1.28786, 0.00163, -1.43004], [-1.82776, -0.34679, 0.31116], [1.60256, -0.95698, 1.03389], [-0.01232, 1.39950, 1.20042], [-0.31251, 1.97085, -0.32521], [-0.62468, -1.96815, -0.06680]],
  "atomic_forces_ev_per_a": [[-2.3, -2.2, 1.5], [-0.4, -1.2, 0.0], [0.9, 0.2, 0.9], [0.7, -0.1, -0.4], [1.4, 1.5, -0.3], [-0.1, 0.7, -0.6], [0.6, -0.1, 1.9], [-0.4, 1.6, -2.3], [-0.4, -0.4, -0.7]],
  "mulliken_charge": [-0.88, 0.45, -0.38, -0.39, 0.16, -0.23, 0.46, 0.44, 0.37],
  "energy_ha": -1086.76682,
  "homo_energy_ev": [-9.6883, -9.5953],
  "relative_energy_kj_mol": 220.3,
  "gap_ev": [7.663, 7.628]
}